ORCA calculation (ωB97M-V with the def2-TZVPD basis set) on a structure of composition C58H54B4N6O35Y2.

Last column: Mulliken charge in e.
Geometry (Å):
Y -10.113 5.406 -0.510  1.00
Y 2.024 -6.165 7.671  1.01
O 7.260 1.219 5.367  -0.53
C 7.955 1.085 6.362  0.61
O 8.971 1.756 6.653  -0.40
B 9.466 1.336 7.965  0.84
O 8.496 0.262 8.373  -0.42
C 7.634 0.061 7.413  0.70
O 6.720 -0.814 7.414  -0.58
O 9.580 2.395 8.960  -0.37
C 10.756 2.323 9.533  0.63
O 11.140 2.867 10.601  -0.47
C 11.510 1.121 8.922  0.61
O 10.793 0.711 7.892  -0.39
O 12.689 0.856 9.202  -0.47
O -4.631 -4.516 5.950  -0.55
C -5.830 -4.159 5.764  0.64
O -6.272 -2.941 5.505  -0.35
B -7.724 -2.962 5.183  0.80
O -7.987 -4.431 5.106  -0.40
C -6.948 -5.131 5.599  0.59
O -6.867 -6.318 5.750  -0.48
O -8.517 -2.402 6.287  -0.43
C -8.967 -1.183 5.876  0.57
O -9.509 -0.346 6.555  -0.45
C -8.684 -1.049 4.391  0.74
O -8.104 -2.091 4.038  -0.39
O -9.022 -0.093 3.695  -0.56
O -4.228 6.053 7.640  -0.48
C -4.055 4.856 7.550  0.60
O -3.251 4.103 8.254  -0.42
B -3.518 2.668 7.940  0.81
O -4.222 2.743 6.650  -0.35
C -4.708 3.956 6.468  0.65
O -5.529 4.308 5.593  -0.52
O -2.347 1.797 7.788  -0.35
C -2.340 0.758 8.703  0.67
O -1.537 -0.208 8.636  -0.52
C -3.655 0.942 9.566  0.55
O -4.299 1.987 8.957  -0.44
O -4.120 0.125 10.285  -0.41
O -1.807 3.610 -0.069  -0.58
C -1.776 2.377 -0.056  0.64
O -0.699 1.587 0.062  -0.45
B -1.155 0.172 0.265  0.81
O -2.587 0.169 -0.096  -0.42
C -2.981 1.433 -0.169  0.61
O -4.141 1.848 -0.362  -0.60
O -0.917 -0.407 1.650  -0.33
C -0.076 -1.385 1.569  0.67
O 0.286 -2.174 2.464  -0.55
C 0.320 -1.591 0.049  0.63
O -0.264 -0.647 -0.657  -0.38
O 1.063 -2.508 -0.350  -0.52
C 2.605 11.897 -3.356  -0.43
C 2.369 10.732 -2.491  -0.52
C 3.039 11.150 -1.193  -0.47
O 2.824 12.516 -1.087  -0.36
C 2.488 13.086 -2.411  -0.36
H 1.912 11.844 -4.196  0.32
H 3.627 11.958 -3.728  0.25
H 2.856 9.762 -2.592  0.32
H 1.349 10.422 -2.262  0.26
H 4.099 10.908 -1.259  0.29
H 2.717 10.530 -0.356  0.35
H 3.251 13.840 -2.604  0.25
H 1.512 13.570 -2.385  0.26
C 4.648 -3.062 -7.800  -0.46
C 4.956 -3.930 -9.021  -0.51
C 6.438 -3.919 -9.200  -0.40
O 6.911 -3.698 -7.926  -0.37
C 6.001 -2.885 -7.120  -0.35
H 3.875 -3.602 -7.253  0.22
H 4.122 -2.114 -7.919  0.33
H 4.460 -3.613 -9.939  0.30
H 4.661 -4.953 -8.790  0.27
H 6.699 -3.051 -9.805  0.28
H 6.837 -4.825 -9.656  0.32
H 6.409 -1.874 -7.130  0.27
H 5.965 -3.111 -6.055  0.27
C -3.507 -3.086 -7.670  -0.39
C -4.654 -3.603 -8.542  -0.49
C -5.907 -3.201 -7.730  -0.42
O -5.497 -2.116 -6.921  -0.40
C -4.111 -2.281 -6.563  -0.38
H -2.807 -2.476 -8.240  0.22
H -2.905 -3.881 -7.229  0.29
H -4.591 -4.687 -8.631  0.25
H -4.621 -3.237 -9.568  0.28
H -6.273 -4.042 -7.140  0.27
H -6.777 -3.067 -8.373  0.35
H -4.003 -2.760 -5.591  0.25
H -3.714 -1.275 -6.425  0.26
N -3.604 -7.869 -1.758  -0.51
C -3.011 -8.280 -2.960  -0.20
C -3.732 -8.847 -4.022  -0.25
C -5.124 -9.068 -3.845  -0.37
C -5.610 -8.722 -2.557  -0.23
C -4.882 -8.113 -1.519  -0.09
H -1.952 -8.099 -3.067  0.37
H -3.207 -9.035 -4.946  0.36
H -5.687 -9.545 -4.634  0.42
H -6.647 -8.895 -2.310  0.30
H -5.386 -7.935 -0.581  0.36
N 0.788 -10.987 5.120  -0.53
C 1.074 -12.310 5.609  -0.19
C 1.196 -13.493 4.881  -0.38
C 0.837 -13.431 3.572  -0.18
C 0.336 -12.271 3.039  -0.32
C 0.329 -11.087 3.819  -0.11
H 1.044 -12.455 6.679  0.34
H 1.469 -14.447 5.307  0.36
H 0.823 -14.317 2.954  0.35
H -0.074 -12.259 2.040  0.34
H -0.030 -10.226 3.274  0.34
N 3.038 9.812 7.157  -0.47
C 4.349 9.312 7.205  -0.15
C 4.689 8.134 6.448  -0.26
C 3.749 7.521 5.653  -0.23
C 2.469 7.985 5.652  -0.23
C 2.109 9.122 6.438  -0.12
H 5.057 9.902 7.769  0.38
H 5.692 7.735 6.468  0.36
H 3.987 6.632 5.088  0.39
H 1.742 7.502 5.015  0.35
H 1.109 9.518 6.336  0.36
N -7.985 6.519 -5.635  -0.58
C -7.459 5.479 -6.354  -0.05
C -6.999 5.532 -7.693  -0.43
C -7.185 6.715 -8.360  -0.25
C -7.665 7.830 -7.658  -0.30
C -8.033 7.712 -6.384  -0.15
H -7.268 4.535 -5.866  0.33
H -6.734 4.589 -8.149  0.37
H -6.862 6.915 -9.371  0.37
H -7.799 8.826 -8.053  0.34
H -8.436 8.548 -5.832  0.35
N 6.702 -7.181 5.046  -0.49
C 6.805 -7.395 3.633  -0.16
C 7.973 -7.479 2.909  -0.34
C 9.154 -7.473 3.582  -0.14
C 9.150 -7.272 4.979  -0.37
C 7.958 -7.207 5.658  -0.19
H 5.947 -7.740 3.074  0.33
H 7.945 -7.648 1.842  0.35
H 10.057 -7.592 3.002  0.36
H 10.141 -7.270 5.408  0.34
H 7.874 -7.052 6.723  0.37
N -0.570 4.887 -8.320  -0.50
C -0.426 4.492 -9.571  -0.19
C -0.216 5.396 -10.537  -0.25
C -0.295 6.749 -10.249  -0.24
C -0.513 7.167 -8.936  -0.35
C -0.672 6.204 -7.976  -0.16
H -0.320 3.436 -9.770  0.36
H -0.013 5.057 -11.542  0.34
H -0.260 7.399 -11.111  0.37
H -0.653 8.173 -8.571  0.35
H -0.825 6.432 -6.932  0.38

Properties
Gap between HOMO and LUMO ... 0.88 eV
Net charge ... +2
Largest force on an atom ... 0.11866 hartree/bohr
2S+1 ... 1
HOMO level ... -11.811 eV